No. 1
C28H55NO34S8 | ωB97M-V/def2-TZVPD

```
126
Properties=species:S:1:pos:R:3:forces:R:3
C 3.4075 -2.5820 1.5418 0.15 0.32 0.23
C 4.8426 -2.2132 1.9949 -0.03 -0.89 0.04
N 5.5144 -1.1768 1.1906 -0.90 0.93 -0.58
C 4.8755 0.1381 1.3427 -0.62 0.00 0.51
C 4.9019 0.6503 2.7993 0.81 -0.42 -0.98
O 3.5579 0.7860 3.2649 0.19 0.37 0.03
S 3.1765 2.1655 4.0689 -0.67 0.15 0.69
O 3.8238 3.2938 3.4282 0.24 -0.15 -0.25
O 1.6147 2.2021 3.6526 0.64 0.05 -0.15
C 1.2729 2.8325 2.3972 -1.09 -0.30 -1.07
C 1.9170 2.2109 1.1574 0.69 0.51 0.22
C 1.1854 2.4383 -0.1705 0.18 -0.50 0.05
C -0.1563 1.6844 -0.3427 0.47 0.23 -0.16
C -0.1988 0.3450 0.3891 -0.53 -0.32 -0.16
C -1.1005 -0.6542 -0.3570 0.72 -0.32 -0.14
O -1.7295 -1.5947 0.5297 -0.14 0.69 0.35
C -0.8618 -2.2644 1.3188 0.43 -0.44 0.29
C -1.3651 -2.4996 2.7092 -0.51 0.26 -0.34
O 0.2329 -2.6112 0.9503 0.06 0.26 -0.23
C 5.5944 -1.5873 -0.1617 0.67 -0.55 0.03
C 4.9394 -0.8024 -1.2722 0.10 0.48 -0.25
O 6.1684 -2.6163 -0.4321 -0.08 -0.28 0.01
H 3.3494 -3.6304 1.2563 -0.08 0.05 -0.05
H 3.0646 -1.9781 0.7003 0.02 -0.10 -0.06
H 2.6913 -2.3992 2.3427 -0.04 -0.11 -0.06
H 4.8073 -1.9482 3.0502 0.24 0.32 -0.11
H 5.4682 -3.1025 1.9366 0.06 0.10 -0.02
H 5.3205 0.8945 0.6999 0.31 -0.25 -0.02
H 3.8236 0.0804 1.0419 -0.02 0.07 0.07
H 5.4670 1.5823 2.8063 -0.40 0.21 0.27
H 5.4688 -0.0659 3.3952 -0.28 0.08 0.29
H 1.4078 3.9156 2.4162 0.35 -0.08 0.31
H 0.1966 2.6856 2.2949 0.02 -0.07 0.40
H 2.0858 1.1526 1.3345 -0.24 -0.02 0.02
H 2.9183 2.6470 1.0681 0.01 -0.11 -0.09
H 1.1025 3.5058 -0.3817 -0.30 -0.05 0.07
H 1.8571 2.0489 -0.9450 0.07 0.06 0.07
H -0.9865 2.3431 -0.0887 -0.07 -0.29 0.14
H -0.2589 1.4536 -1.4095 -0.04 0.20 -0.01
H -0.5621 0.4300 1.4181 0.08 0.18 -0.01
H 0.7864 -0.1201 0.4281 0.03 0.15 0.11
H -0.4508 -1.2163 -1.0336 -0.24 0.06 -0.23
H -1.8779 -0.1546 -0.9303 -0.22 -0.14 0.21
H -0.8168 -3.2986 3.1928 0.01 0.06 0.03
H -1.2512 -1.5770 3.2835 0.04 -0.02 -0.02
H -2.4281 -2.7267 2.6394 0.03 -0.01 0.28
H 5.1964 0.2571 -1.2716 -0.10 -0.01 0.09
H 3.8514 -0.8923 -1.2140 0.03 0.07 0.16
H 5.2536 -1.2073 -2.2310 0.07 -0.18 0.14
C -1.8441 -6.5978 6.2059 0.46 -0.12 0.04
C -2.3235 -6.2013 7.5839 -0.45 -0.16 -0.01
O -2.2074 -4.7662 7.6018 0.31 0.03 -0.22
S -2.4865 -4.2032 6.1320 0.02 -0.45 0.16
O -3.8403 -3.7711 6.0491 0.00 0.15 -0.16
O -1.4165 -3.3392 5.7841 -0.12 0.21 0.01
O -2.3510 -5.5759 5.3374 -0.71 0.30 1.24
H -0.7538 -6.5958 6.1366 -0.01 0.00 -0.01
H -2.2254 -7.5687 5.9005 -0.14 0.11 -0.15
H -1.7292 -6.6392 8.3811 0.09 0.24 0.05
H -3.3714 -6.4621 7.7135 0.19 0.03 0.08
C -7.4134 -6.1569 6.9573 0.17 0.38 0.20
C -6.7658 -5.9534 5.6039 -0.40 -0.03 -0.27
O -5.5498 -6.7084 5.6844 0.09 0.03 0.28
S -5.7677 -7.9889 6.6072 -0.23 0.34 -0.20
O -6.0215 -9.1219 5.7954 0.07 -0.18 0.18
O -4.7309 -7.9882 7.5805 -0.07 -0.42 -0.03
O -7.1354 -7.5294 7.2899 0.01 -0.04 -0.29
H -6.9554 -5.5214 7.7174 0.00 0.01 -0.03
H -8.4860 -5.9863 6.9397 -0.03 -0.25 0.03
H -6.5474 -4.9107 5.3918 0.30 -0.05 0.06
H -7.3755 -6.3705 4.7998 -0.02 0.01 0.02
C 2.2589 6.2226 -1.3113 0.45 -0.09 0.03
C 2.2711 7.5231 -2.0850 -0.30 0.25 0.29
O 1.9713 7.1329 -3.4335 0.20 -0.30 0.00
S 0.9856 5.8771 -3.4223 0.31 0.27 0.41
O -0.3443 6.3374 -3.6028 -0.11 -0.27 -0.15
O 1.5435 4.8626 -4.2454 -0.22 0.04 -0.21
O 1.1811 5.4720 -1.8914 -0.18 0.29 -0.11
H 3.1837 5.6605 -1.4537 0.00 0.02 0.00
H 2.0839 6.3681 -0.2486 -0.23 -0.11 -0.03
H 3.2311 8.0292 -2.0437 0.04 -0.07 -0.25
H 1.4865 8.2007 -1.7427 0.02 -0.01 0.03
C -1.0219 -7.7217 0.4250 0.00 0.08 -0.42
C 0.3127 -7.1156 0.8035 0.13 -0.31 0.30
O -0.0027 -5.7710 1.1801 -0.27 0.04 -0.23
S -1.4524 -5.7238 1.8537 0.38 -0.69 -0.26
O -1.3138 -5.7595 3.2680 0.18 0.06 -1.01
O -2.2256 -4.7432 1.1861 -0.10 0.09 0.12
O -1.9464 -7.1733 1.3729 0.22 -0.03 0.22
H -1.3315 -7.4136 -0.5755 0.03 0.00 0.00
H -1.0224 -8.8066 0.4867 -0.14 0.02 0.18
H 1.0246 -7.1183 -0.0170 -0.02 0.25 -0.01
H 0.7507 -7.6208 1.6675 0.00 -0.04 -0.03
C -1.2183 4.2443 -6.2337 -0.11 -0.38 0.44
C 0.1382 3.9568 -6.8289 0.21 0.46 0.01
O -0.1586 3.3922 -8.1203 -0.31 -0.11 0.08
S -1.4972 4.0472 -8.6940 0.21 -0.02 0.47
O -1.1428 5.0919 -9.5932 -0.18 -0.04 -0.19
O -2.3728 3.0022 -9.0835 0.02 0.04 -0.28
O -2.0177 4.7058 -7.3378 0.32 0.07 -0.25
H -1.6776 3.3368 -5.8368 0.00 0.00 -0.02
H -1.1808 4.9993 -5.4546 -0.13 0.16 -0.16
H 0.7183 3.2634 -6.2301 0.00 -0.17 -0.20
H 0.7094 4.8743 -6.9779 0.03 -0.02 0.03
C -1.9779 7.2000 2.8409 -0.35 0.25 0.04
C -2.5064 6.0055 3.6067 0.40 -0.11 0.24
O -3.0547 5.1517 2.5932 -0.09 0.26 -0.18
S -2.2071 5.2962 1.2465 -0.07 0.16 0.25
O -1.2563 4.2430 1.1812 0.00 0.15 -0.16
O -3.0970 5.5615 0.1791 0.00 -0.16 -0.07
O -1.4263 6.6401 1.6403 0.09 -0.23 0.15
H -2.7803 7.8859 2.5632 -0.01 -0.01 0.02
H -1.2112 7.7413 3.3884 0.16 -0.08 -0.15
H -3.2729 6.2727 4.3281 -0.17 -0.11 -0.15
H -1.7027 5.4658 4.1123 0.00 0.04 0.02
C 1.1952 3.8393 -11.7673 0.03 0.30 -0.33
C 0.0592 2.9383 -12.1958 -0.27 -0.03 0.46
O 0.7049 1.8330 -12.8466 0.28 0.21 -0.11
S 2.1195 1.5550 -12.1518 -0.22 0.21 0.04
O 1.9799 0.5040 -11.2097 0.18 -0.06 0.01
O 3.1132 1.5183 -13.1627 0.02 -0.16 -0.03
O 2.2293 2.9351 -11.3485 -0.19 -0.19 0.06
H 1.5740 4.4309 -12.6034 -0.01 -0.02 -0.01
H 0.9162 4.5002 -10.9518 0.11 -0.14 0.15
H -0.6287 3.4285 -12.8782 0.07 -0.15 -0.17
H -0.4934 2.5536 -11.3361 -0.03 0.05 0.00
```
Positions in Å, forces in eV/Å.

Computed properties:
- LUMO energy (eV) = -0.045
- total energy (Eh) = -6898.12414
- highest occupied orbital energy (eV) = -9.215
- HOMO-LUMO gap (eV) = 9.170
- total charge = 0

***

No. 2
C4H7BrN2 | ωB97M-V/def2-TZVPD

```
14
Properties=species:S:1:pos:R:3:forces:R:3
C 0.7780 -1.5293 0.0153 0.54 0.21 0.05
C -0.1145 1.9195 -0.0016 -0.35 0.53 0.19
C -0.0607 1.5592 -1.2426 -0.06 -0.01 -0.71
C 1.4553 -0.4893 0.4920 0.32 -0.71 0.02
N -0.4307 -1.9611 0.5149 -0.36 -0.07 0.15
N -0.1936 2.1111 1.1950 0.04 -0.32 0.55
Br 3.1754 -0.0565 -0.1670 -0.05 0.03 -0.03
H 1.1899 -2.1381 -0.7792 0.01 0.03 -0.06
H 0.8742 1.4585 -1.7592 0.32 0.02 0.03
H -0.9103 -1.2978 1.1065 -0.07 -0.10 -0.07
H -0.9558 1.3315 -1.7928 -0.26 0.04 0.03
H 1.1314 0.1279 1.3094 -0.05 0.08 0.06
H -1.0312 -2.4313 -0.1428 -0.03 0.08 0.07
H -0.2772 3.0426 1.5804 0.01 0.19 -0.27
```
Positions in Å, forces in eV/Å.

Computed properties:
- LUMO energy (eV) = 0.899
- total energy (Eh) = -2840.06311
- highest occupied orbital energy (eV) = -7.911
- relative energy (zero: lowest compared OMol25 entry of this formula, charge and spin) (eV) = 0.891
- HOMO-LUMO gap (eV) = 8.810
- SMILES = N/C=C/Br.C=C=N
- total charge = 0

***

No. 3
C4H12O | ωB97M-V/def2-TZVPD

```
17
Properties=species:S:1:pos:R:3:forces:R:3
C 0.8156 2.0779 1.0083 -0.60 0.05 0.92
C 1.1034 0.6148 1.3580 1.34 1.40 0.63
O -0.3926 2.5894 1.5780 -0.39 -0.21 -0.16
H 1.5526 2.6710 1.5126 0.82 0.35 -0.05
H 0.8929 2.3220 -0.0504 -0.39 -0.29 -0.19
H 0.2663 0.0090 1.6422 -0.63 -0.42 -0.71
H -0.9693 1.8667 1.8531 0.17 0.09 -0.24
H 1.6940 0.6324 2.2770 0.09 -0.05 0.05
H 1.7850 0.2639 0.5919 -0.34 -0.83 -0.14
C -1.0348 -2.2903 -1.8305 0.50 0.01 0.18
C -0.6164 -0.9901 -1.1472 -0.63 0.39 0.06
H -1.9862 -2.5979 -1.4029 -0.01 -0.26 -0.04
H -1.1605 -2.2103 -2.9098 -0.04 0.23 0.02
H -0.2960 -3.0722 -1.6611 -0.05 -0.14 0.01
H 0.1488 -0.3840 -1.6326 0.01 -0.26 -0.27
H -0.2868 -1.1250 -0.1216 0.05 -0.38 -0.01
H -1.5160 -0.3773 -1.0650 0.11 0.33 -0.07
```
Positions in Å, forces in eV/Å.

Computed properties:
- LUMO energy (eV) = 0.975
- total energy (Eh) = -234.80100
- highest occupied orbital energy (eV) = -10.159
- relative energy (zero: lowest compared OMol25 entry of this formula, charge and spin) (eV) = 0.860
- HOMO-LUMO gap (eV) = 11.134
- SMILES = CCO.CC
- total charge = 0

***

No. 4
C3H16N2O3 | ωB97M-V/def2-TZVPD

```
24
Properties=species:S:1:pos:R:3:forces:R:3
N -3.7517 1.2482 -1.6751 -0.10 0.78 0.17
C -2.5950 1.1778 -0.8111 0.50 -0.21 -0.54
C -1.7394 -0.0856 -0.9625 0.83 0.23 1.06
N -0.5429 -0.0503 -0.1089 -0.12 -0.42 -0.05
C -0.3724 -0.9804 0.9770 -0.63 -0.78 -0.28
H -3.6081 1.2700 -2.6706 0.11 -0.41 0.05
H -4.5631 0.7493 -1.3729 -0.14 -0.31 -0.16
H -1.9901 2.0785 -0.9562 0.05 -0.08 -0.01
H -2.9220 1.1796 0.2273 -0.15 0.18 0.08
H -2.3973 -0.8789 -0.6009 0.27 -0.40 -0.37
H -1.3332 -0.2963 -1.9549 -0.89 0.16 -0.36
H -0.1358 0.8461 0.0713 -0.15 0.35 -0.08
H 0.6776 -1.2330 1.1018 0.14 0.27 0.39
H -0.8691 -0.7125 1.9129 0.30 0.31 0.31
H -0.8361 -1.9447 0.7331 0.03 0.15 -0.32
H 6.4912 -1.3218 -0.0761 -0.02 -0.14 0.08
H 7.1427 -2.1569 1.0428 -0.22 0.07 -0.12
O 7.2786 -1.3899 0.4709 0.19 0.05 0.07
H -3.6500 3.4477 -1.9433 -0.06 0.12 0.15
H -3.6542 3.8761 -0.5166 0.00 0.15 0.06
O -3.4608 4.2234 -1.3932 -0.02 -0.10 -0.11
H 5.6476 -3.7449 3.0986 0.05 -0.15 -0.22
H 5.5262 -2.2546 2.9736 0.04 0.00 -0.32
O 5.6573 -3.0469 2.4331 -0.03 0.17 0.51
```
Positions in Å, forces in eV/Å.

Computed properties:
- LUMO energy (eV) = 0.558
- total energy (Eh) = -459.08835
- highest occupied orbital energy (eV) = -8.350
- relative energy (zero: lowest compared OMol25 entry of this formula, charge and spin) (eV) = 1.297
- HOMO-LUMO gap (eV) = 8.908
- SMILES = CNCCN.O.O.O
- total charge = 0

***

No. 5
C5H4N2 | ωB97M-V/def2-TZVPD

```
11
Properties=species:S:1:pos:R:3:forces:R:3
C 1.3399 1.0397 0.2430 -0.03 -0.28 -0.02
C 1.1843 -0.1767 -0.2440 -0.35 0.21 -0.07
C 0.2842 -1.0005 -0.7345 0.20 0.01 -0.03
N -1.3102 -0.9207 1.1421 0.10 0.14 -0.22
C -1.0576 -0.9364 -0.0964 -0.09 -0.50 0.40
C -0.8701 2.0517 -0.3123 1.10 0.51 0.08
N 0.2872 1.8919 -0.1198 -0.99 0.23 -0.20
H 2.0750 1.4284 0.9367 -0.10 -0.21 -0.09
H 0.3766 -1.5587 -1.6579 0.16 0.17 -0.09
H -0.4276 -1.0123 1.6533 -0.14 -0.10 0.15
H -1.8817 -0.8064 -0.8102 0.14 -0.18 0.10
```
Positions in Å, forces in eV/Å.

Computed properties:
- LUMO energy (eV) = -0.554
- total energy (Eh) = -302.27569
- highest occupied orbital energy (eV) = -9.788
- relative energy (zero: lowest compared OMol25 entry of this formula, charge and spin) (eV) = 4.153
- HOMO-LUMO gap (eV) = 9.234
- total charge = 0

***

No. 6
C15H30GeHfN6O2SSe5 | ωB97M-V/def2-TZVPD

```
61
Properties=species:S:1:pos:R:3:forces:R:3
Hf -0.0984 1.9817 -1.1681 0.87 1.99 2.07
N 1.5940 3.7612 -0.8779 0.01 -0.02 -0.50
C 3.0141 3.7856 -0.5588 0.15 0.18 -0.03
C 3.3092 3.2089 0.8333 -0.04 0.04 0.00
C 4.1779 1.9537 0.8400 -0.08 -0.17 -0.11
C 3.3725 0.6606 0.7369 0.23 0.12 0.21
N 2.5174 0.6354 -0.4303 -0.20 0.00 -0.54
H 1.4154 4.3113 -1.7206 0.10 -0.05 0.11
H 1.0122 4.1357 -0.1265 0.09 0.04 0.00
H 3.3803 4.8251 -0.5971 0.01 -0.15 -0.06
H 3.5451 3.2387 -1.3434 -0.01 -0.05 0.03
H 2.3594 2.9754 1.3180 -0.07 -0.02 0.05
H 3.7941 3.9767 1.4407 0.04 0.04 0.00
H 4.7695 1.9119 1.7574 0.03 -0.05 0.09
H 4.8960 1.9963 0.0136 0.07 0.00 -0.04
H 2.7232 0.5788 1.6124 0.02 0.03 0.05
H 4.0694 -0.1950 0.7606 -0.04 0.04 0.05
H 1.9883 -0.2345 -0.4658 0.18 0.24 -0.16
H 3.0463 0.7117 -1.2952 0.06 -0.07 0.02
Se -1.1346 4.2505 -2.6995 -0.12 0.08 0.03
Se 0.5925 5.1011 -4.0141 -0.05 0.07 0.05
Se 1.1673 3.1924 -5.2171 0.01 -0.21 -0.03
Se 1.6490 1.7072 -3.4784 0.18 -0.17 -0.21
O 0.2613 2.0502 1.4966 -0.46 0.22 0.32
N -0.4634 3.2478 0.7630 0.37 -0.80 -1.96
O -1.5240 2.7560 -0.0008 -0.78 -0.26 0.91
C -1.1413 -0.1758 3.6439 -0.04 0.25 -0.19
Ge -1.6538 0.0998 1.7317 -0.04 0.16 0.29
C -3.2938 1.1797 1.8238 0.18 -0.10 -0.03
C -2.1777 -1.7463 1.2463 -0.16 0.25 -0.09
C -0.0672 0.8290 0.8325 -0.57 -0.77 0.04
H -1.9739 -0.5534 4.2322 -0.20 -0.07 0.12
H -0.8220 0.7783 4.0575 0.05 0.12 0.09
H -0.3135 -0.8735 3.7309 0.20 -0.18 -0.02
H -4.1124 0.5631 2.1951 -0.12 -0.09 0.09
H -3.5627 1.6093 0.8636 0.03 -0.03 -0.05
H -3.1255 2.0003 2.5200 0.02 0.08 0.02
H -2.7110 -2.1948 2.0800 -0.16 -0.06 0.17
H -1.2965 -2.3411 1.0570 0.30 -0.24 -0.12
H -2.8226 -1.7394 0.3715 -0.05 -0.04 -0.17
H 0.7283 0.1188 1.1079 -0.08 0.06 -0.16
C -3.3151 -4.3391 -1.6504 0.08 0.12 -0.02
C -1.9015 -4.0339 -1.2752 0.43 0.81 -0.29
C -1.1118 -4.8024 -0.4616 0.16 0.54 -0.31
C 0.1782 -4.2894 -0.1700 0.46 0.59 -0.18
N 0.6651 -3.1473 -0.6577 -0.12 -1.47 0.91
C -0.1042 -2.4015 -1.4742 -0.40 0.00 -0.21
S 0.3542 -0.9948 -2.2039 0.45 0.01 -0.42
N -1.3678 -2.8771 -1.7684 -0.71 -0.88 0.38
C 1.0756 -5.0441 0.7822 -0.02 0.37 -0.18
H -3.6302 -5.2772 -1.2025 -0.03 -0.03 0.01
H -3.4217 -4.4025 -2.7364 0.02 0.01 0.07
H -3.9646 -3.5348 -1.2952 0.03 -0.03 -0.02
H -1.4689 -5.7252 -0.0345 -0.03 -0.03 0.02
H -1.9342 -2.2203 -2.3048 -0.08 -0.05 0.08
H 0.6735 -6.0215 1.0311 -0.05 -0.10 0.01
H 1.1818 -4.4571 1.6984 -0.01 -0.04 -0.05
H 2.0698 -5.1489 0.3463 -0.04 0.01 0.01
Se -2.3894 0.6105 -2.1485 -0.17 -0.05 -0.23
C -3.8522 1.7166 -1.8621 0.31 -0.36 0.07
N -4.8249 2.3116 -1.6857 -0.23 0.17 -0.02
```
Positions in Å, forces in eV/Å.

Computed properties:
- LUMO energy (eV) = 3.768
- total energy (Eh) = -15598.91971
- highest occupied orbital energy (eV) = -0.493
- relative energy (zero: lowest compared OMol25 entry of this formula, charge and spin) (eV) = 2.453
- HOMO-LUMO gap (eV) = 4.261
- total charge = -2

***

Q: Among the records above, which one has the highest total energy?
A: C4H12O